# 1
Below is a structure of composition C28H51Cl2N2NaO6Sb, with properties calculated with ωB97M-V with the def2-TZVPD basis set.

The geometry in ORCA input format:
```
! wB97M-V def2-TZVPD RIJCOSX def2/J DEFGRID3
* xyz -1 1
Na 1.228 0.810 -0.760
N -1.890 1.371 1.819
N -0.870 1.880 2.672
C 0.394 2.246 2.160
O 1.075 3.018 2.849
O 0.711 1.706 1.051
H -1.396 0.839 1.109
H -2.316 2.165 1.340
H -1.208 2.510 3.378
C 3.024 -2.916 0.144
C 2.845 -1.400 0.102
C 3.756 -0.686 1.086
O 1.471 -1.161 0.476
C 3.198 -0.953 -1.378
O 4.351 -1.219 -1.723
O 2.301 -0.401 -2.082
H 2.863 -3.278 1.163
H 4.021 -3.189 -0.194
H 2.284 -3.381 -0.508
H 3.636 -1.124 2.081
H 3.505 0.376 1.157
H 4.792 -0.776 0.765
H 1.392 -0.408 1.085
Cl -1.287 -0.468 -1.804
C -0.374 -1.391 -3.025
Cl -0.098 -3.036 -2.470
H 0.589 -0.895 -3.132
H -0.992 -1.429 -3.915
C -4.330 4.804 2.385
C -3.516 4.352 1.206
C -2.234 4.837 1.004
C -1.428 4.407 -0.052
C -0.054 4.988 -0.166
C -1.967 3.458 -0.934
C -1.147 2.885 -2.018
O 0.065 2.879 -2.032
C -3.283 2.983 -0.771
C -3.893 1.967 -1.699
C -4.033 3.427 0.305
H -3.792 5.552 2.965
H -4.563 3.968 3.046
H -5.278 5.238 2.062
H -1.824 5.562 1.696
H 0.023 5.843 0.503
H 0.169 5.304 -1.184
H 0.697 4.252 0.115
H -1.700 2.394 -2.836
H -3.342 1.026 -1.703
H -3.934 2.321 -2.730
H -4.913 1.751 -1.383
H -5.031 3.029 0.453
C -3.059 -5.209 2.074
C -2.278 -4.170 1.283
C -2.852 -4.090 -0.136
C -0.835 -4.678 1.152
Sb -2.075 -2.080 1.940
C -4.180 -1.479 2.131
C -5.189 -2.595 2.388
C -4.503 -0.832 0.778
C -4.388 -0.409 3.200
C -1.321 -2.229 3.978
C -1.849 -3.382 4.824
C 0.198 -2.378 3.823
C -1.556 -0.906 4.707
H -2.977 -6.171 1.553
H -4.122 -4.984 2.163
H -2.661 -5.355 3.080
H -2.777 -5.074 -0.614
H -2.308 -3.382 -0.763
H -3.907 -3.808 -0.143
H -0.832 -5.620 0.592
H -0.393 -4.886 2.129
H -0.178 -3.980 0.629
H -5.254 -3.310 1.568
H -6.185 -2.149 2.502
H -4.976 -3.152 3.304
H -4.365 -1.509 -0.068
H -3.880 0.050 0.608
H -5.550 -0.504 0.774
H -4.420 -0.843 4.201
H -5.361 0.063 3.023
H -3.628 0.372 3.172
H -1.502 -4.352 4.462
H -2.941 -3.412 4.868
H -1.477 -3.274 5.850
H 0.498 -3.252 3.243
H 0.650 -2.469 4.818
H 0.642 -1.507 3.338
H -2.588 -0.794 5.036
H -1.287 -0.036 4.103
H -0.924 -0.890 5.602
*
```

relative energy (zero: lowest compared OMol25 entry of this formula, charge and spin): 0.7101 eV
HOMO-LUMO gap: 7.304 eV

# 2
Below is a structure of composition C28H51InN5O6P2S2Sb2, with properties calculated with ωB97M-V with the def2-TZVPD basis set.

The geometry in ORCA input format:
```
! wB97M-V def2-TZVPD RIJCOSX def2/J DEFGRID3
* xyz 1 1
In 0.514 -0.101 0.161
C -1.857 2.340 3.664
Sb -1.843 1.129 1.889
C -3.059 2.440 0.742
C -3.372 -0.166 2.697
C -4.095 -1.038 1.725
C -5.286 -0.562 1.177
C -6.045 -1.322 0.306
C -5.636 -2.613 0.002
C -4.455 -3.097 0.538
C -3.639 -2.318 1.364
C -2.321 -2.876 1.796
Sb -0.670 -2.722 0.342
C 0.506 -4.256 1.207
C -1.703 -3.659 -1.250
H -2.868 2.725 3.783
H -1.168 3.179 3.596
H -1.604 1.743 4.540
H -3.763 2.948 1.399
H -3.583 1.862 -0.011
H -2.420 3.168 0.248
H -4.071 0.522 3.173
H -2.892 -0.742 3.489
H -5.629 0.425 1.459
H -6.965 -0.927 -0.101
H -6.242 -3.247 -0.631
H -4.156 -4.115 0.324
H -2.398 -3.956 1.926
H -1.960 -2.464 2.735
H 0.351 -5.167 0.630
H 0.215 -4.422 2.244
H 1.554 -3.971 1.134
H -1.590 -4.732 -1.094
H -1.265 -3.391 -2.206
H -2.755 -3.393 -1.215
O 1.153 -3.222 -1.509
S 1.207 -2.207 -2.553
O 0.563 -2.572 -3.787
O 0.691 -0.919 -2.041
C 2.922 -1.901 -2.946
C 3.367 -2.434 -4.144
C 4.683 -2.255 -4.555
C 5.558 -1.534 -3.770
C 5.122 -0.997 -2.564
C 3.813 -1.175 -2.147
S 3.406 -0.470 -0.564
O 4.646 -0.092 0.054
O 2.609 -1.479 0.152
O 2.498 0.694 -0.783
H 2.669 -2.985 -4.755
H 5.014 -2.683 -5.491
H 6.583 -1.389 -4.082
H 5.799 -0.448 -1.928
C 3.362 -0.660 2.886
P 1.662 -0.082 2.620
C 0.687 -1.281 3.584
C 1.599 1.415 3.670
C 2.353 2.611 3.092
P 1.621 3.306 1.534
C 3.150 3.869 0.697
C 0.976 4.911 2.148
H 3.575 -0.644 3.956
H 4.073 -0.039 2.347
H 3.463 -1.671 2.498
H 1.070 -1.353 4.604
H 0.751 -2.266 3.119
H -0.361 -0.978 3.624
H 2.041 1.124 4.629
H 0.558 1.667 3.870
H 3.393 2.339 2.889
H 2.384 3.409 3.838
H 3.780 4.459 1.366
H 2.888 4.485 -0.164
H 3.705 3.004 0.338
H 1.730 5.469 2.704
H 0.107 4.757 2.787
H 0.655 5.514 1.297
C -0.391 2.541 -4.549
N 0.147 2.344 -3.212
C 1.361 3.072 -2.874
C -0.456 1.546 -2.313
N -0.190 1.587 -1.031
N -1.425 0.735 -2.847
C -2.281 -0.159 -2.208
N -3.023 -0.868 -3.114
N -2.383 -0.234 -0.937
H 0.067 3.430 -4.973
H -1.469 2.696 -4.520
H -0.156 1.703 -5.212
H 1.985 3.130 -3.765
H 1.930 2.533 -2.119
H 1.138 4.088 -2.535
H 0.467 2.327 -0.814
H -1.350 0.596 -3.841
H -2.628 -1.068 -4.018
H -3.583 -1.615 -2.733
H -3.111 -0.906 -0.687
*
```

relative energy (zero: lowest compared OMol25 entry of this formula, charge and spin): 0.4381 eV
HOMO-LUMO gap: 8.176 eV